{
  "formula": "C41H42Cl57N2O2",
  "method": "the ωB97M-V functional and the def2-TZVPD basis",
  "species": ["C", "C", "O", "O", "C", "C", "C", "N", "C", "C", "C", "C", "C", "C", "C", "C", "C", "C", "C", "C", "C", "C", "C", "C", "N", "C", "H", "H", "H", "H", "H", "H", "H", "H", "H", "H", "H", "H", "H", "H", "H", "H", "H", "H", "H", "H", "H", "H", "H", "C", "Cl", "Cl", "Cl", "H", "C", "Cl", "Cl", "Cl", "H", "C", "Cl", "Cl", "Cl", "H", "C", "Cl", "Cl", "Cl", "H", "C", "Cl", "Cl", "Cl", "H", "C", "Cl", "Cl", "Cl", "H", "C", "Cl", "Cl", "Cl", "H", "C", "Cl", "Cl", "Cl", "H", "C", "Cl", "Cl", "Cl", "H", "C", "Cl", "Cl", "Cl", "H", "C", "Cl", "Cl", "Cl", "H", "C", "Cl", "Cl", "Cl", "H", "C", "Cl", "Cl", "Cl", "H", "C", "Cl", "Cl", "Cl", "H", "C", "Cl", "Cl", "Cl", "H", "C", "Cl", "Cl", "Cl", "H", "C", "Cl", "Cl", "Cl", "H", "C", "Cl", "Cl", "Cl", "H", "C", "Cl", "Cl", "Cl", "H"],
  "xyz": [[-4.05, 1.51, 2.45], [-2.72, 0.74, 2.87], [-2.85, -0.37, 3.49], [-1.38, 1.20, 2.67], [-0.88, 0.47, 1.52], [0.15, -0.71, 1.87], [1.41, -0.84, 0.89], [1.16, -1.71, -0.31], [0.14, -1.22, -1.24], [-0.26, -1.99, -2.53], [-1.42, -1.46, -3.51], [-2.83, -1.93, -2.91], [-4.12, -1.62, -3.77], [-5.52, -2.03, -3.20], [-5.72, -2.73, -1.82], [-4.45, -3.07, -1.00], [-3.04, -2.66, -1.57], [0.45, -3.33, -2.85], [1.54, -3.80, -1.80], [2.28, -5.18, -2.20], [2.33, -6.22, -1.06], [3.01, -7.60, -1.41], [3.50, -7.61, -2.92], [3.37, -6.45, -3.91], [2.76, -5.22, -3.52], [1.87, -2.97, -0.54], [-3.87, 2.45, 1.82], [-4.75, 0.82, 1.83], [-4.70, 1.85, 3.34], [-1.80, -0.03, 1.02], [-0.48, 1.20, 0.71], [-0.46, -1.68, 1.98], [0.57, -0.48, 2.92], [2.25, -1.36, 1.48], [1.78, 0.21, 0.61], [-0.42, -0.23, -1.06], [-1.36, -0.34, -3.75], [-1.25, -2.00, -4.52], [-3.99, -1.08, -4.76], [-6.45, -1.80, -3.82], [-6.73, -3.01, -1.37], [-4.50, -3.62, 0.01], [-2.15, -2.94, -0.89], [0.23, -3.95, -3.77], [1.88, -6.05, -0.01], [3.12, -8.46, -0.68], [4.00, -8.57, -3.30], [3.75, -6.53, -5.00], [2.65, -3.33, 0.23], [1.28, 3.30, 3.86], [0.30, 4.62, 3.20], [2.96, 3.45, 3.33], [1.18, 3.26, 5.62], [0.88, 2.36, 3.47], [5.54, -1.83, -0.67], [6.11, -3.24, 0.23], [6.71, -1.37, -1.92], [3.95, -2.15, -1.38], [5.44, -0.99, 0.03], [1.83, 0.11, -5.25], [1.08, -0.24, -3.68], [1.38, -1.13, -6.43], [1.36, 1.72, -5.82], [2.91, 0.09, -5.13], [8.91, -5.46, 2.24], [7.18, -5.68, 1.93], [9.73, -7.02, 2.32], [9.64, -4.43, 0.99], [9.03, -4.96, 3.20], [0.99, 3.05, 9.32], [1.71, 3.43, 10.89], [1.18, 1.33, 8.95], [-0.72, 3.51, 9.29], [1.52, 3.62, 8.56], [5.81, -4.05, -5.43], [7.41, -3.35, -5.17], [4.63, -2.79, -5.81], [5.86, -5.26, -6.73], [5.50, -4.55, -4.52], [-0.57, 4.18, -8.70], [0.13, 4.57, -7.12], [-0.38, 2.46, -9.05], [-2.28, 4.64, -8.75], [-0.04, 4.75, -9.46], [2.36, 5.67, 0.11], [3.96, 6.38, 0.35], [1.17, 6.94, -0.24], [2.40, 4.48, -1.20], [2.06, 5.17, 1.02], [-5.14, 4.93, -0.66], [-5.29, 3.46, -1.63], [-5.85, 4.68, 0.95], [-3.45, 5.42, -0.52], [-5.69, 5.73, -1.15], [0.28, -9.95, -3.10], [-1.00, -8.75, -2.85], [0.41, -10.37, -4.81], [1.83, -9.32, -2.50], [0.03, -10.84, -2.54], [-7.19, 0.27, 5.07], [-7.93, -0.09, 6.64], [-7.64, -0.96, 3.88], [-7.65, 1.88, 4.52], [-6.11, 0.25, 5.19], [-2.74, 6.65, -12.37], [-3.33, 6.36, -14.01], [-4.09, 6.71, -11.23], [-1.58, 5.39, -11.90], [-2.24, 7.61, -12.35], [0.79, -3.87, -9.68], [-0.18, -2.56, -10.36], [2.48, -3.72, -10.19], [0.67, -3.88, -7.92], [0.41, -4.82, -10.06], [-0.61, 2.42, 13.73], [0.14, 2.80, 15.29], [-0.43, 0.70, 13.36], [-2.31, 2.89, 13.73], [-0.09, 2.99, 12.96], [3.38, 8.02, -3.35], [4.98, 8.72, -3.10], [2.19, 9.28, -3.69], [3.42, 6.83, -4.65], [3.08, 7.51, -2.43], [3.82, 13.34, -4.01], [2.09, 13.12, -4.31], [4.63, 11.77, -3.93], [4.55, 14.36, -5.25], [3.94, 13.83, -3.04], [-9.82, -4.30, 3.90], [-11.07, -3.12, 4.32], [-10.51, -5.93, 3.80], [-9.04, -3.86, 2.37], [-9.06, -4.30, 4.68], [3.91, 3.43, 15.95], [3.31, 3.16, 14.31], [2.58, 3.48, 17.12], [5.08, 2.18, 16.39], [4.42, 4.39, 15.97], [-4.90, -2.47, 8.14], [-3.66, -3.65, 8.58], [-4.65, -1.88, 6.49], [-6.52, -3.17, 8.31], [-4.82, -1.62, 8.82]],
  "lowdin_charge": [0.006, -0.382, 0.045, -0.090, -0.200, -0.115, -0.138, -0.087, -0.014, -0.291, -0.199, -0.163, -0.013, -0.057, -0.067, -0.060, -0.041, 0.102, -0.100, -0.234, 0.013, -0.179, -0.174, -0.088, 0.060, -0.135, 0.064, 0.111, 0.087, 0.133, 0.137, 0.134, 0.136, 0.139, 0.145, 0.144, 0.098, 0.127, 0.098, 0.090, 0.091, 0.095, 0.078, 0.135, 0.110, 0.084, 0.085, 0.103, 0.117, -1.529, 0.555, 0.537, 0.550, -0.012, -1.464, 0.513, 0.553, 0.696, 0.022, -1.448, 0.704, 0.512, 0.528, 0.016, -1.531, 0.480, 0.534, 0.520, 0.019, -1.547, 0.541, 0.516, 0.527, -0.013, -1.550, 0.526, 0.502, 0.533, -0.008, -1.544, 0.503, 0.513, 0.500, -0.005, -1.550, 0.540, 0.539, 0.510, -0.062, -1.542, 0.511, 0.523, 0.509, 0.018, -1.459, 0.534, 0.543, 0.712, 0.021, -1.564, 0.523, 0.502, 0.526, -0.028, -1.528, 0.530, 0.514, 0.515, 0.018, -1.533, 0.528, 0.528, 0.476, 0.017, -1.545, 0.484, 0.514, 0.519, -0.044, -1.532, 0.499, 0.510, 0.515, -0.048, -1.532, 0.511, 0.483, 0.522, 0.016, -1.549, 0.520, 0.525, 0.487, 0.014, -1.520, 0.492, 0.499, 0.528, 0.017, -1.535, 0.525, 0.530, 0.515, 0.020],
  "total_charge": 1,
  "max_force_ev_per_a": 6.65,
  "homo_lumo_gap_ev": 6.861,
  "total_energy_ha": -28077.5831
}


{
  "formula": "C5H5FNO3S",
  "method": "the ωB97M-V functional and the def2-TZVPD basis",
  "species": ["C", "C", "C", "C", "C", "N", "O", "O", "O", "F", "S", "H", "H", "H", "H", "H"],
  "xyz": [[1.53, -1.08, 0.34], [0.18, -0.80, 0.18], [2.41, -0.01, 0.37], [-0.27, 0.50, 0.02], [1.93, 1.26, 0.19], [0.61, 1.56, -0.01], [-3.44, -0.69, -1.28], [-1.68, 0.71, -0.11], [0.34, 2.76, -0.21], [-2.78, -1.19, 0.99], [-3.11, 0.09, 0.02], [1.87, -2.09, 0.46], [-0.53, -1.62, 0.19], [3.47, -0.15, 0.51], [-3.08, -1.38, -1.85], [2.55, 2.14, 0.19]],
  "lowdin_charge": [-0.023, 0.014, -0.030, -0.149, 0.019, -0.172, -0.194, -0.243, 0.162, -0.246, 1.202, 0.126, 0.120, 0.125, 0.140, 0.150],
  "s2": 2.030,
  "total_charge": 1,
  "max_force_ev_per_a": 4.70,
  "homo_lumo_gap_ev": [4.447, 7.823],
  "multiplicity": 3,
  "total_energy_ha": -971.5324
}